Molecular formula: C4H7NO
Method: DFT, ωB97M-V/def2-TZVPD

Each line ends with the Löwdin charge.
Cartesian coordinates (Å):
C1 -2.5902 -0.7541 -0.7837  0.01
C2 -1.8638 0.1152 -0.1263  -0.19
N1 -1.2448 0.9593 0.5088  0.10
C3 0.1901 0.8979 0.6224  -0.27
O1 0.7178 -0.1333 -0.1617  -0.18
C4 2.1019 -0.3213 -0.0006  -0.11
H1 -2.9595 -1.6404 -0.2819  0.05
H2 -2.7870 -0.6165 -1.8400  0.05
H3 0.5901 1.8719 0.2983  0.13
H4 0.4225 0.7648 1.6912  0.13
H5 2.4408 -0.8946 -0.8654  0.09
H6 2.6478 0.6330 0.0223  0.09
H7 2.3343 -0.8820 0.9167  0.09

The net charge is 0. Its HOMO-LUMO gap is 9.9 eV. As for the SMILES: C=C=NCOC. The calculation puts the molar mass at 85.11 g mol⁻¹.



Molecular formula: C4H7NO
Method: DFT, ωB97M-V/def2-TZVPD

Each line ends with the Löwdin charge.
Cartesian coordinates (Å):
C1 1.7215 0.2879 0.0773  -0.04
C2 0.3157 0.0062 -0.3863  -0.35
C3 -0.4859 -1.1086 0.2077  -0.19
N1 -1.8086 -0.8567 -0.1277  0.03
C4 -1.9242 0.4246 -0.3071  -0.19
O1 -0.6658 1.0697 0.1635  -0.08
H1 2.0877 1.2505 -0.3008  0.09
H2 1.7892 0.2678 1.1722  0.09
H3 2.3698 -0.5068 -0.3191  0.09
H4 0.1825 0.1170 -1.4805  0.14
H5 -0.1506 -2.1458 0.2158  0.09
H6 -0.5588 0.4041 1.1333  0.22
H7 -2.8069 1.0357 -0.1481  0.11

The net charge is 0. Its HOMO-LUMO gap is 8.9 eV. The calculation puts the molar mass at 85.11 g mol⁻¹.



Molecular formula: C4H7NO
Method: DFT, ωB97M-V/def2-TZVPD

Each line ends with the Löwdin charge.
Cartesian coordinates (Å):
O1 -1.6601 -2.0392 0.3555  0.02
C1 -1.2990 -0.7806 0.3069  -0.05
C2 -0.0536 1.7939 0.0622  -0.11
N1 0.5760 0.6711 -0.6254  -0.13
C3 1.1568 -0.3152 0.2383  -0.11
C4 -0.0948 -0.6169 -0.5406  -0.31
H1 -1.0490 -2.6328 -0.1312  0.11
H2 -0.6544 1.4809 0.9240  0.06
H3 0.7433 2.4615 0.3948  0.08
H4 -0.7006 2.3328 -0.6354  0.08
H5 1.0462 -0.1920 1.3168  0.12
H6 2.0925 -0.7664 -0.0864  0.11
H7 0.0129 -1.2406 -1.4388  0.14

The net charge is 0. Its HOMO-LUMO gap is 9.4 eV. The calculation puts the molar mass at 85.11 g mol⁻¹.